(1)
Here is 4 unconnected molecules or ions with the total composition C24H56 at a distorted geometry from the OMol25 dataset. Energies are from wB97M-V/def2-TZVPD.

Structure (XYZ):
```
80
Properties=species:S:1:pos:R:3:mulliken_charge:R:1
C 137.16200 48.41100 37.53500 -1.04
C 135.91600 49.15100 36.97500 2.13
C 134.67100 48.29500 37.24800 -0.12
C 133.48600 48.85800 36.39100 -1.56
C 133.36800 48.34100 34.92500 0.31
C 132.11200 48.87900 34.22900 -1.51
H 138.26100 48.90900 37.35000 0.09
H 137.36400 47.60000 36.84200 0.46
H 136.78700 48.00700 38.61500 0.19
H 135.98100 49.64800 35.93300 -0.67
H 135.89500 50.15600 37.50600 -1.29
H 134.32000 48.42900 38.25000 0.27
H 134.68000 47.15100 37.09000 0.40
H 133.47700 49.97000 36.42900 0.24
H 132.66000 48.48300 36.81000 0.69
H 133.16500 47.30100 34.90700 0.36
H 134.29400 48.74100 34.44300 -0.33
H 132.00200 49.89100 33.90300 0.31
H 131.37100 48.35400 34.81800 0.41
H 131.89800 48.29600 33.38900 0.50
C 132.96600 49.32700 39.20900 -2.62
C 131.85300 48.24600 39.17800 -0.87
C 131.29600 48.07400 40.65100 -0.64
C 130.11900 47.02700 40.73700 -1.20
C 129.68000 46.75300 42.16400 -0.27
C 128.53300 45.70500 42.24600 -1.22
H 133.69200 49.26600 39.92800 0.84
H 132.69800 50.29200 39.30400 1.13
H 133.41500 49.11400 38.10000 0.78
H 132.31500 47.27700 38.83400 0.31
H 131.06000 48.52100 38.55300 0.51
H 130.70800 48.93000 41.05500 0.24
H 132.19300 47.88300 41.19700 0.43
H 130.50500 46.17900 40.23100 0.49
H 129.29200 47.05900 40.14800 0.65
H 129.29400 47.77600 42.58600 0.24
H 130.52200 46.42900 42.77600 0.32
H 128.12200 45.49400 43.34300 0.29
H 128.76200 44.80100 41.65500 0.32
H 127.79100 46.30100 41.89900 0.37
C 139.61200 48.78600 34.45100 -0.82
C 139.04400 49.39500 33.21000 -0.79
C 137.55500 49.94100 33.49100 0.36
C 136.97600 50.58700 32.19400 -1.10
C 135.63400 51.27500 32.44800 -0.04
C 135.19900 52.21000 31.44900 -1.46
H 139.57100 49.36100 35.41100 -0.03
H 140.72200 48.53500 34.29900 0.35
H 139.10400 47.85500 34.66700 0.32
H 138.86200 48.66300 32.47400 0.42
H 139.70200 50.20100 32.87900 0.40
H 137.62500 50.58400 34.32200 0.11
H 137.01800 48.91100 33.63500 0.06
H 136.94600 49.99300 31.28600 0.41
H 137.46100 51.47500 31.96800 0.39
H 135.59300 51.61500 33.37900 0.43
H 134.94800 50.35600 32.53100 0.02
H 134.20900 52.38800 31.78700 0.44
H 135.28500 51.86100 30.37000 0.27
H 135.72500 53.23200 31.50900 0.31
C 140.04600 51.92200 37.26800 -0.84
C 139.01600 51.80500 38.47200 -0.71
C 137.62200 52.46700 38.15400 0.10
C 136.63600 52.22000 39.15400 -0.65
C 135.15100 52.68100 38.90400 -0.59
C 134.14600 51.75100 39.56600 -1.15
H 140.42500 53.07300 37.15200 0.29
H 139.64400 51.61800 36.34600 0.06
H 140.77700 51.10300 37.60300 0.32
H 139.60900 52.17200 39.32900 0.35
H 138.68000 50.91600 38.74100 0.52
H 137.14200 52.12500 37.25200 -0.13
H 137.69200 53.62700 38.05400 0.31
H 137.02600 52.66600 40.20700 0.32
H 136.57500 51.18200 39.23200 0.04
H 135.07300 52.57300 37.85100 0.24
H 134.93600 53.72300 39.16100 0.50
H 133.16100 51.95400 39.25100 0.63
H 134.04400 51.99500 40.58600 0.48
H 134.28000 50.71800 39.43000 -0.07
```

Output
Total charge = 0


(2)
Here is a molecular structure, C24H56AsF6N8O8 at a distorted geometry from the OMol25 dataset. Energies are from wB97M-V/def2-TZVPD.

Structure (XYZ):
```
103
Properties=species:S:1:pos:R:3:mulliken_charge:R:1
As 0.48175 0.71277 0.61340 2.08
F -0.21918 2.23227 0.76513 -0.53
F -0.98098 0.10630 0.17290 -0.38
F 1.32398 -0.77392 0.36239 -0.42
F 1.93080 1.44923 1.26066 -0.52
F 0.07948 0.21114 2.28610 -0.60
F 0.85550 1.09625 -1.02426 -0.28
C -6.09049 -0.18983 -2.13914 0.15
O -6.86978 0.28586 -2.99615 -0.61
N -4.88468 0.30718 -1.70588 0.18
C -3.88769 -0.51999 -1.01243 -0.59
C -4.29317 1.49117 -2.25114 -0.60
H -6.43517 -1.09406 -1.59979 0.33
H -4.33976 -1.35897 -0.47607 0.21
H -3.43049 0.04699 -0.23922 0.22
H -3.08785 -0.88870 -1.70263 0.08
H -4.17998 2.27936 -1.47870 0.23
H -3.29983 1.24053 -2.63945 0.02
H -4.86359 1.88224 -3.08275 0.35
C 5.85481 -1.20323 2.08655 -0.01
O 6.71025 -1.90302 1.57574 -0.61
N 4.57283 -1.49971 2.34871 0.34
C 3.88892 -0.54539 3.27932 -0.51
C 4.00033 -2.74417 2.01160 -0.92
H 5.95798 -0.13353 2.28552 0.39
H 2.78633 -0.50882 2.92553 0.07
H 4.25171 0.43261 3.18016 0.11
H 3.95318 -0.81420 4.36987 0.28
H 3.95691 -3.43368 2.90555 0.34
H 3.03890 -2.62719 1.54805 0.15
H 4.67725 -3.36657 1.36967 0.33
C 4.59668 -2.09109 -1.86195 0.07
O 4.34928 -2.93511 -2.71436 -0.66
N 4.18229 -0.82858 -1.91917 0.14
C 3.21230 -0.43917 -2.91598 -0.89
C 4.53400 0.11356 -0.82362 -0.98
H 5.12185 -2.31812 -0.95070 0.44
H 3.49926 0.46522 -3.36747 0.51
H 2.22553 -0.29849 -2.33907 -0.22
H 3.09014 -1.21525 -3.63276 0.40
H 3.70056 0.26609 -0.15270 0.29
H 5.36741 -0.23676 -0.23806 0.39
H 4.84943 1.10315 -1.15284 0.30
C 4.24351 3.50639 1.61921 0.11
O 4.43407 3.24003 2.78539 -0.63
N 3.12962 4.11621 1.12525 0.28
C 1.98556 4.44687 1.94800 -1.04
C 3.00599 4.40568 -0.30884 -0.87
H 5.05673 3.33134 0.87463 0.29
H 1.81272 3.68615 2.78722 0.22
H 1.08409 4.53850 1.33521 0.32
H 2.23757 5.40168 2.38521 0.44
H 2.27837 3.78574 -0.77305 0.14
H 2.73866 5.46454 -0.45407 0.37
H 4.00150 4.27472 -0.72142 0.32
C 1.39006 2.94926 -5.45438 0.13
O 1.84897 4.04075 -5.63969 -0.57
N 0.79801 2.49719 -4.29002 0.22
C 0.13006 1.21326 -4.15629 -0.65
C 0.63741 3.37836 -3.16217 -0.61
H 1.34479 2.21013 -6.25952 0.29
H 0.65248 0.64571 -3.39223 0.04
H 0.13773 0.62652 -5.07620 0.34
H -0.89795 1.38552 -3.85740 0.29
H 1.30986 4.24373 -3.29408 0.35
H -0.40561 3.67520 -3.23043 0.39
H 0.80255 2.91668 -2.18698 -0.22
C -1.62549 -3.26789 -1.98863 0.03
O -2.50117 -3.88582 -1.33027 -0.64
N -0.31309 -3.43127 -1.86792 0.21
C 0.59244 -2.52542 -2.54454 -0.47
C 0.26236 -4.11776 -0.73891 -0.84
H -1.84199 -2.45464 -2.70429 0.42
H 0.91942 -1.78993 -1.86606 -0.05
H 0.11248 -2.03717 -3.42034 0.28
H 1.42558 -3.06870 -2.96743 0.30
H 0.88893 -4.98146 -1.10799 0.29
H 0.83087 -3.39489 -0.10309 0.26
H -0.47822 -4.53558 -0.11183 0.22
C -4.19094 -3.26827 3.51754 0.06
O -5.25978 -3.41580 4.08774 -0.65
N -3.89279 -3.70092 2.31761 0.19
C -2.58291 -3.53878 1.76058 -0.83
C -4.91098 -4.33511 1.50339 -1.03
H -3.34856 -2.78845 4.06203 0.34
H -2.22469 -4.43827 1.28769 0.47
H -1.87275 -3.16462 2.51593 0.23
H -2.56848 -2.77567 1.00140 0.15
H -4.58592 -4.37560 0.48887 0.37
H -5.15666 -5.33672 1.88372 0.32
H -5.80822 -3.73971 1.57655 0.35
C -3.52331 2.84972 2.27333 0.01
O -3.93630 3.97509 2.24059 -0.63
N -3.85029 1.92023 3.17969 0.15
C -3.33972 0.60201 3.33611 -0.83
C -4.49245 2.43474 4.40403 -1.05
H -2.95125 2.46755 1.47110 0.46
H -2.60306 0.58508 4.13420 0.38
H -2.87107 0.27148 2.44589 0.03
H -4.11971 -0.10471 3.54119 0.43
H -3.82813 2.88947 5.10813 0.36
H -5.27783 3.13546 4.12896 0.33
H -5.02008 1.60778 4.95112 0.32
```

Output
Total charge = -1


Sequential relative energy (zero: lowest compared OMol25 entry of this formula, charge and spin) output: 206.2 100.5 kcal per mole